Entry 1:
ORCA calculation (ωB97M-V/def2-TZVPD) on C18H18EuN5O2Se as an isolated structure at a distorted geometry.

The geometry in XYZ format:
```
45
Properties=species:S:1:pos:R:3:forces:R:3
Eu -0.7514 0.3624 -1.1700 -0.461 0.098 -0.327
Se 1.2266 0.3122 6.7294 -0.014 -0.017 -0.038
N 0.5019 1.5003 5.6764 -0.609 1.102 -0.699
C 0.4450 1.0255 4.4450 0.427 -0.357 1.287
C -0.0953 1.7240 3.3171 -0.319 0.351 -0.840
C -0.6548 3.0013 3.4417 0.048 -0.199 -0.314
C -1.1687 3.6139 2.3208 0.058 -0.060 0.151
C -1.1084 2.9403 1.1047 0.098 -0.254 -0.130
N -0.5841 1.7252 0.9568 0.102 0.262 0.935
C -0.0770 1.1026 2.0489 -0.381 0.931 0.291
C 0.4680 -0.2420 1.8944 0.370 -0.926 0.098
N 0.4495 -0.8137 0.6626 0.350 -0.396 1.014
C 0.9178 -2.0562 0.5341 -0.114 0.251 -0.114
C 1.4273 -2.8029 1.5921 0.020 0.054 0.131
C 1.4601 -2.2378 2.8479 -0.131 0.227 -0.236
C 0.9765 -0.9352 3.0170 -0.058 -0.314 -0.977
C 0.9722 -0.2913 4.2972 0.172 0.300 1.406
N 1.4299 -0.8220 5.4180 0.261 -1.061 -0.974
H -0.6726 3.4739 4.4127 -0.008 0.022 0.048
H -1.6161 4.5930 2.3836 -0.029 0.074 -0.070
H -1.5056 3.4032 0.2034 0.020 -0.048 0.118
H 0.8766 -2.4785 -0.4700 -0.016 0.049 0.163
H 1.7842 -3.8083 1.4320 0.013 -0.047 -0.087
H 1.8432 -2.7710 3.7062 0.012 -0.019 0.029
N -2.3585 -2.8142 -3.9547 0.099 -0.697 -0.611
C -2.1629 -1.8558 -3.0616 0.101 0.719 0.549
O -1.0053 -1.4415 -2.8026 -0.456 -0.493 -0.365
C -3.4009 -1.2730 -2.4085 0.098 0.322 0.696
C -3.1087 -0.4291 -1.1397 -0.761 -0.389 -0.340
H -1.5761 -3.2156 -4.4543 -0.130 0.100 0.144
H -3.2833 -3.1687 -4.1538 0.188 0.163 0.106
H -4.0887 -2.0945 -2.1798 -0.058 -0.141 -0.369
H -3.8896 -0.6388 -3.1601 0.080 -0.172 -0.040
H -3.1097 -1.1432 -0.2865 0.034 0.247 -0.096
H -3.9923 0.2019 -0.9805 0.069 -0.082 0.092
C 3.4939 1.6306 -2.8395 0.356 0.264 0.195
C 2.1595 0.9845 -2.8152 -0.794 -0.034 0.379
C 1.8164 -0.0332 -3.8552 -0.215 -0.114 -0.302
O 1.3213 1.2556 -1.9471 1.430 0.342 -0.998
H 4.1016 1.3068 -3.6775 0.013 -0.016 -0.022
H 4.0206 1.4180 -1.9076 -0.027 -0.041 0.035
H 3.3739 2.7149 -2.8739 -0.061 0.000 -0.018
H 2.5042 -0.0253 -4.6964 0.006 0.014 0.004
H 0.7903 0.1302 -4.2128 0.269 -0.139 0.142
H 1.8493 -1.0286 -3.3947 -0.050 0.122 -0.051
```
Forces are in eV/Å.

Total charge: +1
Spin multiplicity: 8
Energy relative to the best compared isomer or geometry (same formula, charge and spin), kJ/mol: 41.6
Highest occupied orbital energy (alpha / beta), eV: -8.8 / -9.3

Charge distribution, Mulliken scheme, values in e: 1.134 0.359 -0.854 0.896 0.317 -0.453 -0.831 -0.090 -0.377 0.074 -0.150 -0.255 -0.056 -0.961 -0.496 0.249 0.916 -0.849 0.545 0.435 0.407 0.461 0.441 0.545 -0.376 0.545 -0.579 -0.487 -1.293 0.256 0.208 0.367 0.290 0.229 0.363 -1.223 0.963 -1.034 -0.593 0.361 0.319 0.322 0.427 0.294 0.232

Entry 2:
ORCA calculation (ωB97M-V/def2-TZVPD) on C18H18F3N8O6PtS2 as an isolated structure.

The geometry in XYZ format:
```
56
Properties=species:S:1:pos:R:3:forces:R:3
Pt 0.9346 -0.9114 0.5214 0.038 -0.052 -0.076
F 5.2766 0.8365 -0.6798 0.008 -0.008 0.002
C 4.3774 -0.0508 -1.0937 -0.010 0.022 -0.021
F 4.7163 -0.4732 -2.3106 -0.002 -0.002 -0.005
F 4.3903 -1.0967 -0.2627 0.005 -0.012 0.015
S 2.7038 0.7084 -1.1216 -0.031 -0.054 -0.001
O 2.4400 1.0403 0.2770 0.049 0.098 -0.003
O 2.7710 1.7698 -2.0704 0.004 0.025 0.007
O 1.8316 -0.4338 -1.5081 0.018 -0.026 0.035
O -6.5627 -5.2869 0.4142 0.012 0.004 0.008
S -6.9180 -5.8155 -0.8859 0.008 -0.068 0.028
O -7.7187 -4.9300 -1.7119 -0.009 0.009 -0.023
O -7.3131 -7.2087 -0.8990 -0.017 0.038 0.007
C -5.3419 -5.8257 -1.8036 -0.032 -0.010 -0.051
N -5.3050 -6.5085 -2.9542 0.008 -0.005 0.011
C -4.1679 -6.4854 -3.6248 0.019 0.016 -0.004
C -3.0490 -5.7806 -3.1951 -0.025 -0.013 -0.005
C -3.1991 -5.0960 -2.0029 -0.022 -0.006 0.003
N -4.3304 -5.1253 -1.3059 0.032 0.013 0.017
C -2.1256 -4.2649 -1.4030 0.001 -0.001 0.008
C -1.1364 -3.6614 -2.1697 0.020 0.006 0.000
C -0.2224 -2.8264 -1.5600 -0.013 0.000 0.024
N -0.2427 -2.5941 -0.2432 0.002 0.011 0.000
C -1.1662 -3.2060 0.5123 0.005 0.013 -0.018
C -2.1278 -4.0315 -0.0291 -0.001 -0.009 -0.010
H -4.1390 -7.0522 -4.5506 -0.002 -0.001 0.000
H -2.1250 -5.7913 -3.7560 0.003 0.003 0.002
H -1.0954 -3.7977 -3.2413 -0.007 0.002 -0.001
H 0.5377 -2.3035 -2.1257 0.004 -0.001 -0.003
H -1.1211 -3.0018 1.5753 0.004 0.005 -0.001
H -2.8980 -4.4777 0.5855 -0.005 0.004 0.005
C -4.2187 0.0774 1.0589 -0.004 -0.005 0.009
C -3.1390 0.5409 0.0876 0.000 0.004 -0.010
C -3.2533 2.0397 -0.1643 0.004 -0.009 -0.005
C -3.2502 -0.2494 -1.2211 -0.008 0.009 0.001
N -1.8635 0.2810 0.7929 -0.026 -0.023 0.002
N -0.6888 0.4981 0.0121 0.008 0.030 0.005
H -5.2066 0.2774 0.6446 0.000 0.004 -0.004
H -4.1191 0.5879 2.0167 0.002 -0.002 0.001
H -4.1522 -1.0006 1.2292 0.001 0.002 0.003
H -4.2142 2.2697 -0.6250 -0.002 -0.002 -0.003
H -2.4731 2.3972 -0.8420 -0.002 0.006 0.001
H -3.1767 2.5838 0.7774 0.000 0.002 0.000
H -4.2447 -0.1213 -1.6487 -0.005 -0.005 0.003
H -3.1043 -1.3182 -1.0425 -0.001 0.006 -0.004
H -2.5414 0.0826 -1.9862 0.006 0.000 0.001
H -1.8498 -0.6923 1.0786 0.015 0.007 0.003
H -0.3453 1.4379 0.1881 -0.003 -0.004 0.002
H -0.8579 0.3999 -0.9892 -0.007 -0.011 0.007
N 0.4591 -1.1910 2.5329 -0.059 0.013 0.009
C 0.0832 -0.4162 3.3300 0.032 -0.011 0.058
C -0.3675 0.4517 4.2851 -0.023 -0.035 -0.048
C -1.7559 0.7445 4.3467 -0.002 0.006 0.010
N -2.8831 0.9815 4.3838 -0.003 0.001 -0.004
C 0.5541 1.0680 5.1716 0.012 0.019 0.006
N 1.3047 1.5661 5.8899 0.000 -0.001 0.004
```
Forces are in eV/Å.

Total charge: -1
Spin multiplicity: 3
Energy relative to the best compared isomer or geometry (same formula, charge and spin), kJ/mol: 0.0
Highest occupied orbital energy (alpha / beta), eV: -5.9 / -5.9

Charge distribution, Mulliken scheme, values in e: 1.512 -0.221 0.676 -0.226 -0.242 1.154 -0.722 -0.614 -0.699 -0.665 1.191 -0.684 -0.680 0.049 -0.477 -0.364 -0.631 0.278 -0.275 1.240 -0.865 -0.379 -0.575 -0.569 -0.390 0.406 0.408 0.363 0.510 0.563 0.585 -1.598 1.474 -1.865 -1.560 -0.131 -0.646 0.441 0.355 0.384 0.450 0.346 0.397 0.508 0.272 0.430 0.106 0.388 0.302 -0.632 0.643 -0.049 0.198 -0.511 0.133 -0.497

spin multiplicity of number 1 (C18H18EuN5O2Se)? 8

What is the spin multiplicity in the first record? 8

Which of these has the highest total charge? C18H18EuN5O2Se

Which formula does entry 2 have? C18H18F3N8O6PtS2